Density functional theory data (ωB97M-V with the def2-TZVPD basis set) for a cluster of 4 separate species, C28H59ClFNO15S in total at a distorted geometry.

The geometry in XYZ format:
```
106
C28H59ClFNO15S | the Open Molecules 2025 dataset | ωB97M-V with the def2-TZVPD basis set
N 7.224 -2.971 -0.182
C 7.307 -2.116 -1.358
C 6.781 -0.676 -1.173
C 5.309 -0.492 -1.625
C 4.413 -0.577 -0.384
C 2.925 -0.600 -0.754
C 2.098 -1.400 0.318
C 2.311 -2.863 -0.041
C 1.552 -3.897 0.776
O 1.782 -3.723 2.155
O 2.669 -0.926 1.560
C 2.065 0.278 1.791
O 2.372 1.051 2.661
O 1.020 0.459 0.866
C 0.695 -0.865 0.554
Cl -0.146 -1.422 2.048
S -0.589 -1.138 -0.759
O -1.377 -2.232 -0.342
O -1.321 0.044 -1.008
F 0.178 -1.538 -2.042
H 7.685 -2.536 0.602
H 6.264 -3.131 0.075
H 8.337 -2.070 -1.694
H 6.740 -2.601 -2.148
H 7.433 0.050 -1.648
H 6.820 -0.467 -0.108
H 5.219 0.484 -2.086
H 5.080 -1.298 -2.312
H 4.598 0.324 0.186
H 4.727 -1.451 0.163
H 2.846 -1.124 -1.701
H 2.550 0.404 -0.907
H 3.358 -3.132 -0.018
H 2.002 -2.966 -1.073
H 0.501 -3.890 0.486
H 1.943 -4.872 0.485
H 1.511 -4.531 2.591
C 0.701 -0.137 5.240
O 0.021 -0.141 6.477
C 0.666 0.678 7.435
C -0.239 0.916 8.623
O -1.199 1.942 8.407
C -2.309 1.605 7.588
C -3.342 0.752 8.288
O -2.944 -0.609 8.297
C -3.676 -1.366 9.231
H 1.726 -0.510 5.352
H 0.157 -0.794 4.563
H 0.720 0.870 4.812
H 0.938 1.640 6.984
H 1.580 0.166 7.771
H 0.381 1.278 9.446
H -0.715 -0.010 8.949
H -1.985 1.145 6.652
H -2.779 2.559 7.341
H -4.299 0.828 7.752
H -3.476 1.112 9.316
H -3.498 -1.005 10.251
H -3.336 -2.398 9.163
H -4.750 -1.332 9.012
C -3.164 -3.865 -9.391
O -2.152 -3.582 -8.453
C -1.087 -2.846 -9.031
C -0.188 -2.281 -7.954
O -0.683 -1.084 -7.371
C -1.752 -1.227 -6.446
C -1.315 -1.735 -5.091
O -1.154 -3.144 -5.115
C -0.417 -3.607 -4.009
H -2.772 -4.457 -10.226
H -3.936 -4.440 -8.883
H -3.611 -2.940 -9.774
H -1.485 -2.026 -9.641
H -0.505 -3.524 -9.671
H 0.755 -1.997 -8.425
H 0.035 -3.030 -7.192
H -2.554 -1.841 -6.858
H -2.146 -0.218 -6.309
H -2.084 -1.488 -4.345
H -0.371 -1.252 -4.809
H 0.601 -3.196 -4.023
H -0.355 -4.692 -4.079
H -0.913 -3.344 -3.072
C -0.821 4.696 2.161
O -1.360 4.644 0.861
C -1.736 3.324 0.501
C -2.599 3.346 -0.742
O -3.962 3.655 -0.471
C -4.259 5.015 -0.191
C -4.281 5.895 -1.421
O -2.966 6.267 -1.794
C -2.913 6.771 -3.107
H 0.071 4.064 2.244
H -0.543 5.728 2.366
H -1.564 4.380 2.903
H -2.290 2.853 1.323
H -0.823 2.746 0.301
H -2.612 2.338 -1.158
H -2.187 4.010 -1.504
H -3.590 5.418 0.572
H -5.268 5.004 0.227
H -4.849 6.811 -1.201
H -4.769 5.358 -2.243
H -3.214 6.004 -3.831
H -1.883 7.057 -3.313
H -3.556 7.652 -3.218
```

The calculation puts the total energy at -88263.63253 eV. The calculation puts the strongest force on any atom at 2.75 eV Å⁻¹. Its SMILES is NCCCCC[C@@]1(CCO)OC(=O)O[C@@]1(Cl)S(=O)(=O)F.COCCOCCOC.COCCOCCOC.COCCOCCOC. The charge is 0.